No. 1
Here is a cluster of 2 separate species, C3H3NO in total at a distorted geometry from the Open Molecules 2025 dataset. Energies are from the ωB97M-V functional and the def2-TZVPD basis.

Structure (XYZ):
```
8
Properties=species:S:1:pos:R:3:lowdin_charge:R:1
C 1.052 -0.558 -3.064 -0.31
C -0.788 -1.004 -1.186 -0.13
C 0.023 -0.163 -0.340 -0.05
N 1.960 -0.100 -3.590 -0.12
O -1.795 -1.526 -1.320 0.28
H 0.018 -0.565 0.742 0.14
H -0.152 0.945 -0.297 0.14
H 1.057 -0.304 -0.660 0.06
```

Properties
Energy relative to the best compared isomer or geometry (same formula, charge and spin) ... 321.93 kJ/mol
Total charge ... 0
LUMO energy ... -1.68 eV
Calculated total energy ... -245.96893 Ha

No. 2
Here is the ion C2H7NO3P with charge -1 at a distorted geometry from the Open Molecules 2025 dataset. Energies are from the ωB97M-V functional and the def2-TZVPD basis.

Structure (XYZ):
```
14
Properties=species:S:1:pos:R:3:lowdin_charge:R:1
C 1.060 0.634 0.344 -0.10
C 0.402 -0.569 1.058 -0.54
O 0.596 -1.744 0.344 -0.13
P -1.425 -0.390 1.220 0.36
N -1.830 0.009 -0.457 -0.10
O -1.844 -1.923 1.393 -0.46
O -2.062 0.635 2.085 -0.40
H 2.120 0.745 0.504 0.04
H 1.118 0.315 -0.754 0.09
H 0.564 1.514 0.698 0.05
H 0.666 -0.554 2.067 0.08
H -0.378 -2.084 0.261 0.07
H -2.798 0.345 -0.487 0.03
H -1.455 -0.777 -0.955 0.00
```

Properties
Energy relative to the best compared isomer or geometry (same formula, charge and spin) ... 84.67 kJ/mol
Structure (SMILES) ... C[C@H](O)[P@@](N)(=O)[O-]
Total charge ... -1
LUMO energy ... 4.15 eV
Calculated total energy ... -702.34721 Ha

No. 3
Here is a structure of composition C20H26CoIN7Sb from the Open Molecules 2025 dataset. Energies are from the ωB97M-V functional and the def2-TZVPD basis.

Structure (XYZ):
```
56
Properties=species:S:1:pos:R:3:lowdin_charge:R:1
Co -0.570 1.161 0.509 0.54
I 0.674 7.042 -0.915 0.92
C -0.168 5.418 0.030 -0.76
C -1.159 5.423 0.984 -0.12
N -1.383 4.141 1.316 0.00
N -0.595 3.295 0.623 -0.08
C 0.148 4.069 -0.163 -0.18
H -1.701 6.239 1.435 0.13
H -2.060 3.794 1.972 0.11
H 0.861 3.629 -0.842 0.10
C -2.667 -0.893 3.652 -0.31
Sb -2.310 0.948 2.661 1.29
C -4.320 1.673 2.676 -0.30
C -1.659 2.029 4.393 -0.31
H -3.271 -0.678 4.533 0.02
H -1.725 -1.344 3.961 0.01
H -3.199 -1.578 2.996 0.01
H -4.719 1.507 3.676 0.02
H -4.916 1.124 1.949 0.01
H -4.375 2.735 2.440 0.00
H -2.400 1.882 5.177 0.02
H -1.550 3.095 4.196 0.00
H -0.699 1.639 4.727 0.01
C -0.200 -5.620 1.364 -0.07
C 1.075 -5.121 0.692 -0.41
C 2.066 -4.559 1.707 -0.07
C 0.769 -4.116 -0.424 -0.09
N 0.228 -2.846 0.079 -0.07
C 0.863 -1.754 0.477 -0.12
N -0.030 -0.891 0.901 -0.08
N -1.240 -1.493 0.743 -0.03
N -1.090 -2.661 0.253 0.11
H 0.038 -6.384 2.105 0.09
H -0.885 -6.058 0.636 0.08
H -0.725 -4.810 1.875 0.07
H 1.551 -5.962 0.180 0.14
H 1.630 -3.735 2.278 0.07
H 2.980 -4.205 1.223 0.08
H 2.351 -5.330 2.422 0.09
H 0.019 -4.515 -1.103 0.13
H 1.670 -3.878 -0.986 0.13
H 1.930 -1.607 0.453 0.15
N 4.121 1.597 -8.255 0.17
C 3.577 1.537 -7.245 -0.17
C 2.888 1.457 -5.981 -0.22
C 2.938 0.283 -5.235 -0.02
C 2.256 0.200 -4.037 -0.03
C 1.514 1.283 -3.565 -0.25
C 1.483 2.461 -4.314 -0.02
C 2.164 2.551 -5.513 -0.01
C 0.787 1.196 -2.328 -0.13
C 0.175 1.130 -1.282 -0.12
H 3.513 -0.557 -5.603 0.12
H 2.291 -0.711 -3.454 0.11
H 0.911 3.306 -3.952 0.12
H 2.141 3.462 -6.094 0.12
```

Properties
Energy relative to the best compared isomer or geometry (same formula, charge and spin) ... 92.22 kJ/mol
2S+1 ... 4
Total charge ... +1
LUMO energy (alpha / beta) ... -2.55 / -3.40 eV
Calculated total energy ... -3081.35708 Ha